1.
Density functional theory data (wB97M-V/def2-TZVPD) for a molecular structure, C35H34CaClNOSi2 in a non-equilibrium geometry.

Structure (XYZ):
```
75
Properties=species:S:1:pos:R:3:forces:R:3:mulliken_charge:R:1
C 3.281 2.178 -2.820 -0.10 -0.07 -0.21 -0.312
C 3.216 0.768 -2.661 -0.45 0.46 -0.17 -0.999
C 1.991 0.332 -3.247 -0.14 0.11 0.07 -0.803
H 3.969 0.157 -2.178 -0.06 -0.05 -0.21 0.436
C 1.293 1.481 -3.726 0.26 0.05 0.09 -0.908
C 2.100 2.621 -3.462 0.30 -0.47 -0.10 -0.155
H 1.873 3.653 -3.755 0.07 -0.51 0.24 0.438
H 4.116 2.822 -2.524 -0.45 -0.36 -0.07 0.500
H 1.645 -0.692 -3.317 0.10 0.07 -0.09 0.672
H 0.311 1.509 -4.204 0.39 -0.15 -0.01 0.454
Ca 1.141 1.456 -1.081 2.26 2.45 -0.17 1.561
Si -0.880 -1.450 -0.917 -2.18 -4.57 1.20 0.842
C -0.904 -2.821 0.465 0.29 0.07 -0.54 0.306
C -1.984 -3.062 1.343 -0.16 -0.34 0.01 0.120
H -2.824 -2.360 1.439 0.36 -0.42 -0.39 0.525
C -2.041 -4.239 2.103 0.02 0.21 0.09 -0.997
H -2.864 -4.409 2.789 -0.10 0.12 -0.13 0.409
C -1.036 -5.199 2.032 0.25 0.56 -0.39 -0.560
H -1.096 -6.117 2.623 0.09 0.35 -0.28 0.376
C 0.061 -4.915 1.215 0.17 -0.31 0.16 -0.632
H 0.881 -5.623 1.193 0.05 0.01 -0.11 0.413
C 0.138 -3.744 0.452 0.04 -0.45 0.34 -0.422
H 1.031 -3.559 -0.161 -0.40 -0.18 0.21 0.237
C -2.633 -1.994 -1.541 -0.08 0.33 -0.82 0.537
C -2.896 -3.374 -1.698 -0.04 -0.11 -0.02 -0.427
H -2.076 -4.097 -1.666 -0.22 0.25 0.21 0.338
C -4.184 -3.869 -1.929 -0.36 0.38 -0.25 -0.632
H -4.359 -4.934 -2.099 0.25 0.26 0.17 0.394
C -5.284 -2.996 -1.999 0.89 0.42 0.14 -0.516
H -6.297 -3.365 -2.176 0.37 0.10 0.15 0.371
C -5.021 -1.621 -1.905 -0.46 -0.65 -0.26 -0.717
H -5.849 -0.917 -1.981 0.21 -0.09 -0.08 0.386
C -3.721 -1.140 -1.760 -0.14 0.11 0.05 -0.056
H -3.601 -0.062 -1.866 0.11 -0.38 0.40 0.179
H 0.251 -1.759 -1.814 -0.01 0.37 -0.02 -0.455
Si -1.172 -0.632 2.844 0.66 -0.52 -1.85 -0.183
C -1.591 0.193 1.249 0.30 0.61 -0.07 -0.541
C -0.713 0.078 0.038 -0.30 -0.56 0.65 2.209
H 0.343 0.071 0.380 -0.40 0.18 -0.16 -0.589
C -1.180 0.723 -1.205 -1.00 3.45 -1.16 -1.787
H -0.637 0.647 -2.192 -0.65 -0.28 0.83 1.332
C -2.219 1.690 -1.143 1.01 -1.04 -0.23 -1.161
H -2.480 2.286 -2.031 0.04 -0.53 0.28 0.949
C -2.949 1.851 0.030 -0.61 0.15 0.65 -1.235
H -3.803 2.541 0.057 0.53 -0.26 -0.01 0.417
C -2.664 1.072 1.177 0.03 -0.27 0.14 -0.588
H -3.287 1.145 2.083 0.17 0.22 -0.58 0.368
C 0.484 -1.471 3.001 0.58 -0.29 0.62 0.741
C 1.689 -1.009 2.444 -0.05 -0.29 -0.15 0.050
H 1.716 0.002 2.053 0.07 -0.17 -0.24 0.206
C 2.845 -1.797 2.450 -0.33 -0.14 0.25 -0.613
H 3.741 -1.453 1.926 -0.22 -0.04 0.34 0.439
C 2.833 -3.028 3.114 -0.12 -0.11 -0.03 -0.438
H 3.739 -3.645 3.150 -0.43 0.22 -0.10 0.360
C 1.670 -3.456 3.770 0.23 0.14 0.17 -0.529
H 1.650 -4.419 4.295 0.10 0.46 -0.14 0.396
C 0.525 -2.660 3.751 0.08 0.04 -0.42 -0.505
H -0.365 -2.957 4.306 0.16 -0.21 -0.23 0.345
H -1.412 0.248 3.885 -0.68 1.28 1.63 -0.273
Cl 1.004 2.174 1.457 0.03 0.16 0.28 -0.508
O 0.174 3.639 -1.518 -1.16 0.88 0.05 -0.132
C 0.691 4.942 -1.132 -0.27 -0.55 -0.27 -0.887
C 1.967 4.844 -0.320 0.36 0.00 0.52 0.755
C 2.264 5.908 0.540 0.06 0.03 -0.14 -0.986
C 3.437 5.872 1.297 -0.35 -0.45 -0.57 -0.414
C 4.273 4.760 1.159 -0.15 -0.24 -0.34 -0.740
C 3.906 3.744 0.271 -0.74 0.77 0.08 -0.227
N 2.760 3.783 -0.441 0.25 0.05 0.24 0.254
H -0.796 3.731 -1.725 1.58 -0.08 0.43 0.148
H 0.895 5.525 -2.050 -0.14 -0.16 0.33 0.329
H -0.072 5.447 -0.523 0.25 0.00 -0.21 0.545
H 1.548 6.739 0.566 0.47 -0.22 0.25 0.387
H 3.688 6.686 1.962 0.00 -0.02 0.05 0.417
H 5.202 4.654 1.716 -0.22 0.15 -0.06 0.375
H 4.548 2.874 0.139 -0.25 0.09 -0.03 0.409
```
Forces are in eV/Å.

Calculated values
- HOMO energy (spin up / spin down) (eV) = -7.10 / -6.78
- relative energy (zero: lowest compared OMol25 entry of this formula, charge and spin) (kcal/mol) = 86.5
- multiplicity = 1
- molar mass (g mol⁻¹) = 616.4


2.
Density functional theory data (wB97M-V/def2-TZVPD) for a molecular structure, C44H56BBrN12S3V.

Structure (XYZ):
```
118
Properties=species:S:1:pos:R:3:forces:R:3:mulliken_charge:R:1
V 1.111 0.445 0.635 -0.28 -0.42 -0.73 0.929
C -3.154 1.910 2.702 -0.01 -0.02 -0.04 -1.618
C -3.505 0.585 2.110 0.04 0.01 -0.03 -0.017
C -4.591 -0.180 2.474 -0.06 -0.04 0.04 0.059
C -4.858 -1.441 1.891 -0.05 -0.04 0.03 -0.700
N -4.074 -1.944 0.948 0.07 0.15 0.01 -0.715
N -3.060 -1.188 0.594 -0.06 -0.24 -0.06 0.480
B -1.843 -1.404 -0.386 0.05 -0.18 0.08 -0.234
N -2.083 -1.403 -1.883 -0.15 -0.06 0.16 0.503
N -3.352 -1.661 -2.257 0.17 0.07 -0.11 -0.434
C -3.618 -1.625 -3.532 -0.02 0.00 0.00 -0.115
C -2.601 -1.320 -4.478 -0.06 -0.02 -0.03 -0.492
C -1.328 -1.047 -4.091 0.10 0.01 0.03 0.040
C -0.243 -0.713 -5.061 0.00 0.02 0.01 -1.731
C -1.056 -1.082 -2.685 0.05 0.00 -0.03 0.904
S 0.509 -0.771 -2.036 -0.03 0.12 0.11 -0.364
C -5.040 -1.919 -3.974 0.05 0.00 0.02 2.224
C -5.601 -0.673 -4.674 -0.02 0.02 -0.01 -1.817
C -5.017 -3.100 -4.954 -0.01 -0.02 -0.02 -1.493
C -5.920 -2.271 -2.778 -0.05 -0.01 0.03 -1.847
N -1.157 -2.771 0.045 0.12 0.31 0.07 0.560
N -1.994 -3.667 -0.437 -0.02 -0.38 0.00 -0.086
C -1.808 -4.958 -0.207 -0.20 0.38 -0.18 -0.461
C -0.754 -5.367 0.607 0.23 -0.03 0.15 -0.368
C 0.124 -4.445 1.133 -0.10 -0.30 -0.04 0.431
C 1.259 -4.883 2.005 -0.01 0.01 0.01 -1.890
C -0.084 -3.086 0.799 -0.05 0.36 -0.06 0.891
S 1.126 -1.954 1.307 0.00 0.05 0.19 -0.354
C -2.814 -5.876 -0.878 0.03 0.01 0.03 2.293
C -2.816 -5.570 -2.382 -0.02 -0.03 -0.03 -1.381
C -4.201 -5.574 -0.292 -0.02 -0.02 -0.01 -1.459
C -2.464 -7.345 -0.652 -0.02 -0.04 -0.01 -2.398
C -2.736 -0.010 1.111 0.08 0.06 -0.04 0.799
S -1.345 0.392 0.096 -0.18 0.27 0.11 -0.459
C -6.043 -2.311 2.289 0.04 0.06 -0.01 2.482
C -6.900 -1.650 3.367 -0.03 0.01 0.01 -2.347
C -6.894 -2.557 1.036 -0.01 -0.03 -0.04 -1.374
C -5.501 -3.645 2.822 0.02 -0.03 0.01 -1.365
H -3.974 2.296 3.303 0.01 0.00 0.01 0.429
H -2.924 2.632 1.916 0.00 0.00 0.00 0.353
H -2.269 1.811 3.332 0.00 0.00 0.00 0.256
H -5.262 0.191 3.236 0.00 0.01 0.00 0.649
H -2.853 -1.300 -5.530 0.00 0.00 0.00 0.453
H -0.608 -0.778 -6.083 0.00 0.00 0.00 0.438
H 0.606 -1.385 -4.938 -0.01 -0.02 0.00 0.363
H 0.128 0.297 -4.880 0.00 0.00 0.01 0.285
H -5.020 -0.398 -5.556 0.01 -0.01 0.00 0.344
H -5.621 0.184 -3.998 0.00 0.00 0.01 0.385
H -6.622 -0.867 -5.003 0.00 0.00 0.00 0.483
H -4.445 -2.880 -5.857 0.00 0.01 0.01 0.407
H -6.036 -3.335 -5.265 0.00 0.01 0.00 0.477
H -4.594 -3.992 -4.490 0.00 0.00 0.01 0.167
H -5.972 -1.453 -2.059 0.01 0.01 -0.02 0.359
H -5.549 -3.153 -2.252 0.01 -0.01 -0.02 0.097
H -6.930 -2.482 -3.131 0.00 0.00 0.01 0.572
H -0.616 -6.417 0.825 0.01 0.01 0.00 0.583
H 1.234 -5.963 2.132 0.01 0.00 0.02 0.385
H 1.197 -4.410 2.986 0.00 0.01 -0.01 0.370
H 2.220 -4.603 1.575 0.00 0.00 -0.02 0.389
H -3.076 -4.528 -2.569 0.00 0.01 0.02 -0.044
H -3.555 -6.204 -2.873 0.01 0.00 -0.01 0.513
H -1.843 -5.777 -2.833 0.01 0.01 0.01 0.439
H -4.459 -4.522 -0.421 0.02 0.00 0.00 -0.030
H -4.240 -5.816 0.771 0.01 -0.02 -0.01 0.450
H -4.947 -6.185 -0.802 0.00 0.00 0.00 0.492
H -1.478 -7.598 -1.047 0.00 0.01 0.00 0.497
H -3.191 -7.968 -1.172 0.00 0.00 0.00 0.404
H -2.502 -7.621 0.404 0.00 0.01 0.00 0.468
H -7.345 -0.713 3.025 0.01 0.00 -0.01 0.464
H -6.338 -1.461 4.284 0.00 -0.01 0.00 0.486
H -7.720 -2.319 3.625 0.00 0.00 0.00 0.405
H -7.279 -1.621 0.626 0.00 0.01 0.01 0.367
H -7.746 -3.187 1.294 0.00 0.00 0.00 0.476
H -6.315 -3.058 0.260 0.00 0.00 0.01 0.131
H -4.937 -3.503 3.745 0.01 0.01 0.00 0.390
H -4.856 -4.125 2.087 -0.02 0.02 0.01 -0.002
H -6.335 -4.314 3.037 0.00 0.00 0.01 0.454
C 6.550 -0.209 -1.035 0.00 0.03 -0.01 -1.660
C 5.307 0.056 -0.232 0.08 -0.01 0.15 0.324
C 5.364 0.357 1.137 0.05 -0.06 -0.14 -0.090
C 4.218 0.575 1.881 -0.15 0.08 0.11 -1.454
C 3.010 0.518 1.205 0.33 -0.06 -0.20 0.621
Br 0.423 0.193 3.026 -0.20 -0.18 0.47 -0.328
N 2.967 0.250 -0.084 0.36 0.01 0.08 0.396
C 4.055 -0.004 -0.818 -0.16 0.10 -0.11 -0.422
H 7.443 -0.042 -0.437 0.00 -0.01 0.01 0.371
H 6.602 0.445 -1.907 0.00 0.00 -0.01 0.380
H 6.577 -1.238 -1.394 -0.01 0.00 0.01 0.427
H 6.334 0.403 1.618 -0.01 0.01 0.02 0.475
H 4.260 0.786 2.940 0.02 0.00 -0.01 0.563
H 3.913 -0.242 -1.866 0.01 0.00 0.00 0.488
C 1.880 2.803 -1.975 -0.03 0.01 -0.03 -0.939
C 1.567 3.283 -0.602 0.10 -0.10 -0.04 0.617
N 1.096 2.550 0.396 -0.08 0.12 0.03 0.716
C 0.921 3.410 1.472 0.03 -0.13 -0.02 -0.912
C 1.303 4.655 1.114 0.04 0.04 -0.04 -0.775
N 1.712 4.562 -0.201 -0.09 0.05 0.06 0.242
C 2.345 5.650 -0.938 -0.06 -0.06 0.01 -1.208
N 3.538 6.070 -0.280 0.02 0.16 -0.02 0.702
N 3.571 7.310 0.292 0.07 -0.03 0.02 -0.675
N 4.688 7.476 0.873 -0.07 -0.08 -0.01 -0.499
C 5.440 6.323 0.720 0.13 0.20 0.12 0.090
C 6.722 6.022 1.184 -0.02 -0.03 -0.01 -0.759
C 7.217 4.774 0.886 -0.05 -0.04 -0.03 -0.752
C 6.455 3.844 0.146 0.06 0.01 0.03 -0.428
C 5.191 4.131 -0.320 -0.01 0.05 0.04 -0.311
C 4.703 5.407 -0.017 -0.08 -0.19 -0.12 1.204
H 1.636 1.748 -2.065 0.00 -0.01 0.02 -0.448
H 2.935 2.938 -2.220 -0.01 -0.01 -0.01 0.320
H 1.290 3.342 -2.718 0.01 0.02 0.00 0.567
H 0.561 3.057 2.422 0.00 0.02 0.01 0.582
H 1.348 5.582 1.659 -0.01 0.01 0.00 0.517
H 1.684 6.514 -0.967 0.01 0.00 -0.02 0.323
H 2.540 5.308 -1.953 0.03 -0.01 0.01 0.552
H 7.291 6.745 1.752 0.00 0.01 0.00 0.440
H 8.206 4.495 1.220 0.00 -0.01 0.00 0.407
H 6.885 2.873 -0.068 0.00 0.00 0.00 0.445
H 4.624 3.402 -0.883 0.00 0.00 0.00 0.210
```
Forces are in eV/Å.

Calculated values
- HOMO energy (spin up / spin down) (eV) = -12.68 / -12.68
- multiplicity = 4
- molar mass (g mol⁻¹) = 990.9
- net charge = +2


3.
Density functional theory data (wB97M-V/def2-TZVPD) for a molecular structure, C3H7O2 in a non-equilibrium geometry.

Structure (XYZ):
```
12
Properties=species:S:1:pos:R:3:forces:R:3:mulliken_charge:R:1
C 1.783 -0.187 0.574 1.91 -1.65 1.81 0.023
O 2.965 -0.475 0.385 -1.64 -0.02 -0.19 -0.501
H 1.462 0.803 0.439 -0.84 1.55 -0.80 0.222
H 1.072 -0.828 1.156 0.42 0.07 -0.85 0.211
H 2.493 0.539 4.778 -1.08 -0.81 -0.16 0.017
C -2.880 0.721 -0.931 2.14 -0.43 0.58 -0.832
C -1.486 0.283 -1.021 -5.43 -0.04 1.02 -0.118
O -0.885 -0.515 -0.262 1.16 0.56 0.23 -0.763
H -3.427 1.021 -1.821 0.43 0.44 -0.07 0.181
H -3.463 0.743 -0.002 0.24 -0.56 -0.20 0.246
H -1.145 0.667 -1.947 1.61 0.07 -1.53 0.330
H 1.867 0.077 4.685 1.08 0.81 0.15 -0.016
```
Forces are in eV/Å.

Calculated values
- HOMO energy (eV) = -2.13
- relative energy (zero: lowest compared OMol25 entry of this formula, charge and spin) (kcal/mol) = 89.5
- multiplicity = 1
- molar mass (g mol⁻¹) = 75.1
- net charge = -1


4.
Density functional theory data (wB97M-V/def2-TZVPD) for a molecular structure, C20H49BF2K2LiN4NaO6PSi2 in a non-equilibrium geometry.

Structure (XYZ):
```
89
Properties=species:S:1:pos:R:3:forces:R:3:mulliken_charge:R:1
C -0.135 0.297 -2.612 -2.16 -1.77 -0.83 -0.592
C -1.280 -0.458 -2.972 3.05 1.42 -0.56 0.510
C -1.834 -0.612 -4.468 0.71 -0.92 1.99 -0.673
P -3.597 0.121 -4.600 0.79 -0.99 -0.97 -0.451
N -4.598 -0.953 -3.587 -0.74 2.06 1.76 -0.405
C -5.019 -0.394 -2.476 -0.22 -0.30 -0.98 0.804
C -6.525 0.147 -2.451 0.04 -1.68 1.62 -1.139
C -4.203 -0.238 -1.127 -0.85 0.80 -0.10 -0.987
B -3.420 1.884 -3.916 1.35 -1.00 -0.96 0.822
O -4.236 2.965 -4.580 -1.25 -3.84 -2.58 -0.826
O -2.537 2.312 -2.827 0.20 -3.03 -0.53 -0.821
H -0.043 0.753 -1.550 0.60 -0.43 -0.41 0.323
H 0.693 0.530 -3.365 -2.57 0.25 2.35 -0.667
H -1.797 -0.952 -2.095 0.14 0.89 -1.46 0.469
H -1.157 -0.171 -5.261 -0.80 -0.22 0.98 0.175
H -1.938 -1.716 -4.693 -0.14 1.07 0.06 0.323
H -6.598 1.259 -2.633 0.24 -1.21 0.01 0.210
H -7.202 -0.465 -3.128 1.09 1.04 0.49 0.285
H -6.900 -0.051 -1.391 0.15 0.60 -1.21 0.309
H -4.801 0.411 -0.403 0.71 -1.00 -0.76 0.365
H -4.096 -1.282 -0.690 0.07 1.31 -0.47 0.157
H -3.201 0.267 -1.238 -0.95 -0.89 -0.05 0.225
H -5.200 2.783 -4.472 0.61 -0.17 -0.76 0.326
H -3.019 2.482 -1.982 1.58 -1.91 0.32 0.338
C 3.279 -0.950 -0.438 -0.26 0.46 0.01 -0.786
Si 2.355 -1.468 1.134 -0.83 -0.06 0.95 -0.776
C 2.576 -3.323 1.304 0.03 2.19 -0.89 -0.472
C 0.541 -1.093 0.840 0.05 0.10 0.07 -0.725
N 3.020 -0.586 2.476 1.16 -1.01 0.39 0.187
Si 2.392 -0.807 4.076 0.04 0.75 -1.70 0.009
C 2.597 -2.570 4.700 -0.21 0.31 0.63 -0.881
C 0.588 -0.325 4.223 -0.06 -0.05 0.30 -1.115
C 3.356 0.308 5.264 -0.41 -0.38 0.01 -0.414
H 2.882 -1.488 -1.301 0.20 -0.15 0.06 0.109
H 3.166 0.121 -0.623 0.11 0.01 0.11 0.243
H 4.345 -1.181 -0.355 0.42 -0.02 -0.75 0.204
H 2.355 -3.822 0.358 0.04 -0.13 0.14 0.332
H 1.907 -3.742 2.051 0.21 -0.05 -0.04 0.173
H 3.610 -3.569 1.581 0.01 -0.27 0.11 0.166
H 0.355 -0.012 0.837 0.03 -0.03 -0.20 0.429
H -0.093 -1.555 1.600 0.08 -0.17 0.04 0.368
H 0.228 -1.489 -0.132 0.01 0.01 -0.02 0.110
H 1.907 -3.257 4.209 0.29 -0.11 -0.15 0.359
H 2.394 -2.616 5.776 0.06 -0.07 0.04 0.295
H 3.616 -2.925 4.536 -0.11 -0.58 -0.06 0.169
H 0.409 0.656 3.776 0.05 -0.08 -0.06 0.333
H 0.295 -0.273 5.277 -0.02 0.02 0.02 0.386
H -0.067 -1.052 3.740 0.04 0.04 -0.04 0.347
H 3.251 1.355 4.978 0.20 -0.08 -0.06 -0.208
H 4.418 0.052 5.258 0.30 0.39 0.28 0.071
H 2.978 0.184 6.282 0.15 0.04 0.05 0.270
K 1.638 0.437 -5.009 0.98 -0.07 -1.29 0.770
Li 5.172 -1.417 1.176 -1.35 0.25 0.40 0.727
C -8.301 -4.982 0.314 -0.07 -0.14 0.03 -1.242
C -7.981 -3.532 0.568 -0.04 0.53 0.30 0.799
O -8.531 -2.890 1.452 -0.03 -0.18 -0.10 -0.660
N -7.047 -2.940 -0.224 -0.32 -0.41 0.13 -0.056
C -6.295 -3.531 -1.314 0.10 0.58 0.09 -0.803
H -9.060 -5.314 1.021 0.08 0.18 -0.01 0.295
H -8.691 -5.108 -0.697 0.14 -0.12 0.00 0.336
H -7.407 -5.593 0.453 -0.05 -0.05 -0.17 0.347
H -6.884 -1.971 0.003 0.04 -0.08 0.00 0.135
H -5.231 -3.448 -1.081 0.04 -0.18 -0.26 0.241
H -6.507 -2.965 -2.223 0.20 -0.21 -0.15 0.233
H -6.549 -4.576 -1.471 -0.04 0.08 0.10 0.389
C 5.086 3.794 -4.551 -0.09 0.04 -0.02 -1.236
C 5.672 2.450 -4.210 0.13 -0.35 0.14 0.825
O 5.179 1.400 -4.610 -0.30 0.03 -0.11 -0.664
N 6.783 2.423 -3.431 -0.43 0.16 -0.38 -0.174
C 7.505 3.545 -2.866 0.22 -0.46 0.16 -0.820
H 4.205 3.658 -5.177 0.11 -0.09 0.06 0.250
H 4.786 4.315 -3.640 0.09 0.10 -0.08 0.370
H 5.814 4.391 -5.104 -0.05 0.10 0.12 0.364
H 7.119 1.490 -3.243 -0.02 0.07 0.03 0.224
H 8.533 3.515 -3.233 0.01 0.23 0.09 0.286
H 7.512 3.440 -1.779 0.07 0.25 -0.01 0.288
H 7.057 4.498 -3.131 -0.04 -0.12 -0.02 0.317
F 2.658 -5.503 1.904 0.27 -1.73 0.53 -0.894
Na 5.302 -1.643 4.283 -0.59 0.17 -0.15 0.633
F 0.213 1.645 -0.231 -0.22 0.15 -0.40 -0.915
O 2.000 4.552 6.990 1.06 -0.37 -0.90 -0.625
C 2.918 4.032 6.212 -2.01 -2.10 2.42 0.414
C 3.586 5.216 5.293 1.94 2.07 -2.42 -0.225
O 4.498 4.694 4.507 -0.97 0.42 0.96 -0.594
H 2.590 3.259 5.496 -0.41 0.62 -0.55 -0.158
H 3.771 3.533 6.708 0.39 0.70 0.24 0.179
H 3.923 5.984 6.014 0.38 -0.55 0.51 0.217
H 2.732 5.721 4.807 -0.36 -0.74 -0.25 0.227
K -3.784 3.926 -2.887 -2.07 10.08 4.76 0.935
```
Forces are in eV/Å.

Calculated values
- HOMO energy (eV) = -1.43
- multiplicity = 1
- molar mass (g mol⁻¹) = 685.7
- net charge = -1